Computed, not measured: one molecule with the formula C19H29N5 at a distorted geometry, with ωB97M-V/def2-TZVPD.

Geometry as XYZ:
```
53
Properties=species:S:1:pos:R:3:forces:R:3:mulliken_charge:R:1
C -0.95168 -4.18530 0.71484 -0.065 0.326 -0.052 -1.91
H -0.01269 -4.73399 0.68640 0.120 -0.102 0.002 0.39
H -1.39771 -4.32064 1.69747 -0.052 -0.088 0.120 0.44
C -0.71305 -2.70519 0.43588 0.259 -0.295 0.021 1.72
C 0.21578 -2.08141 1.47569 -0.304 0.277 -0.130 -1.39
C 0.47249 -0.61531 1.14311 0.089 -0.247 0.371 0.00
N 1.09292 -0.52214 -0.16553 0.003 0.070 -0.136 0.83
C 0.18657 -1.01113 -1.18367 -0.019 -0.266 -0.255 0.13
C -0.09492 -2.49243 -0.94454 -0.285 0.309 0.049 -1.19
H -0.76423 -2.86310 -1.72341 -0.025 -0.071 -0.051 0.43
H 0.84503 -3.04376 -1.00736 0.072 -0.069 -0.043 0.24
H 0.65494 -0.88872 -2.16443 -0.025 0.058 0.015 0.57
H -0.77298 -0.45938 -1.18038 0.120 -0.026 -0.042 -0.48
C 1.74798 0.74477 -0.47917 0.388 -0.117 -0.086 -0.86
C 1.21466 1.90112 0.29673 -0.546 0.564 -0.308 0.00
N 1.55359 2.27051 1.51266 0.515 -0.711 -0.216 -0.01
N 0.84312 3.34943 1.80008 0.015 0.509 0.798 -0.90
N 0.08632 3.66995 0.83906 -0.865 0.720 -0.716 -0.43
N 0.27563 2.78177 -0.14396 1.012 -0.701 0.902 0.87
C -0.44949 2.87905 -1.38040 -0.415 0.394 -0.501 -0.61
H -0.05110 3.72458 -1.95264 -0.013 -0.167 0.012 0.34
C -1.94539 3.09839 -1.11244 0.167 -0.139 0.021 -1.58
C -2.55514 1.90492 -0.42981 -0.046 0.090 -0.030 0.79
C -3.05005 0.84253 -1.17692 -0.052 0.045 0.039 -0.69
C -3.58845 -0.26857 -0.55157 -0.027 -0.057 -0.058 -0.23
C -3.62519 -0.33577 0.83114 -0.056 -0.032 0.056 -0.36
C -3.12472 0.71345 1.58352 -0.043 -0.042 0.053 -0.74
C -2.59712 1.82947 0.95677 -0.018 0.029 0.011 -0.22
H -2.21421 2.64925 1.54782 0.028 0.071 0.039 0.43
H -3.14570 0.66524 2.66212 -0.012 -0.001 0.098 0.40
H -4.04446 -1.20232 1.32103 -0.033 -0.076 0.038 0.43
H -3.97500 -1.08455 -1.14487 -0.042 -0.070 -0.045 0.41
H -3.02283 0.89121 -2.25722 -0.005 0.009 -0.116 0.37
H -2.05342 3.98423 -0.48521 -0.035 0.004 -0.134 0.44
H -2.43738 3.27787 -2.06976 0.015 0.052 0.016 0.54
H -0.29536 1.95803 -1.94756 0.031 0.103 0.095 0.26
C 3.28645 0.62943 -0.32413 -0.062 -0.075 -0.114 0.33
C 3.81568 -0.32762 -1.38938 -0.067 0.267 0.113 -1.50
H 3.34396 -1.29916 -1.26920 -0.031 -0.167 0.000 0.25
H 4.89144 -0.44563 -1.28841 0.118 -0.050 -0.020 0.47
H 3.60475 0.04169 -2.39145 -0.006 0.007 -0.161 0.35
C 3.71389 0.15979 1.06074 -0.057 0.244 -0.069 -1.39
H 3.32843 0.83040 1.82285 0.077 -0.066 0.125 0.34
H 4.79974 0.14805 1.12351 0.112 -0.060 0.011 0.48
H 3.34502 -0.84530 1.24178 -0.026 -0.199 0.050 0.19
H 3.70326 1.62828 -0.49994 -0.032 -0.016 -0.004 0.40
H 1.56714 0.96276 -1.54079 0.009 -0.058 0.146 0.96
H 1.13623 -0.17372 1.88520 -0.091 0.008 0.003 0.70
H -0.48985 -0.06984 1.17309 0.139 0.019 0.031 -0.51
H 1.16670 -2.61703 1.48002 0.090 -0.064 0.049 0.28
H -0.22503 -2.15354 2.47116 -0.008 -0.042 0.082 0.47
H -1.67356 -2.17840 0.47042 0.058 0.016 -0.008 -0.67
H -1.62101 -4.61219 -0.02893 -0.075 -0.120 -0.067 0.43
```
Forces are in eV/Å.

The value obtained for the LUMO energy is 0.6 eV. The value obtained for the max |F| is 1.53 eV Å⁻¹. As for the frontier orbital gap: 0.3385 Eh. The calculated total energy is -1015.1593 a.u. The SMILES is CC1CCN([C@@H](c2nnnn2CCc2ccccc2)C(C)C)CC1.

Computed, not measured: one molecule with the formula C19H29NO, with ωB97M-V/def2-TZVPD.

Geometry as XYZ:
```
50
Properties=species:S:1:pos:R:3:forces:R:3:mulliken_charge:R:1
O 1.94670 1.42077 0.89246 0.155 0.334 0.373 -0.54
H 1.50360 2.24622 1.11597 0.071 -0.023 -0.016 0.41
C 1.24385 0.80740 -0.16211 -0.338 -0.062 -0.432 -1.31
H 1.83289 -0.07532 -0.42486 -0.076 0.004 -0.073 0.37
H 1.23957 1.47629 -1.03239 0.029 -0.121 0.028 0.45
C -0.20213 0.36438 0.16557 -0.050 -0.220 0.104 2.46
C -0.97591 1.43375 0.94859 0.242 0.152 -0.199 -1.62
C -1.29867 2.66389 0.10176 -0.140 -0.145 0.266 -0.85
N -2.09878 2.26331 -1.03738 -0.020 -0.027 0.146 0.16
C -2.80403 3.34212 -1.68018 -0.038 -0.002 0.016 -0.11
C -2.14201 4.21590 -2.77950 0.193 0.195 0.108 -0.76
H -1.28769 3.73277 -3.24703 0.076 -0.043 -0.029 0.24
H -1.85919 5.22390 -2.48203 0.100 0.030 -0.023 0.35
C -3.42308 4.08390 -3.61539 -0.083 0.121 -0.286 -0.50
H -3.28221 3.79573 -4.65514 -0.045 0.058 -0.049 0.30
H -4.04245 4.97757 -3.57943 -0.028 0.035 -0.033 0.24
C -3.92306 2.97654 -2.67522 -0.154 -0.057 0.145 -0.82
H -3.81488 1.97956 -3.09300 0.033 -0.089 -0.022 0.26
H -4.93716 3.08525 -2.29748 -0.064 -0.087 0.025 0.32
H -3.20474 3.97385 -0.88294 0.011 -0.009 -0.059 0.50
C -1.32098 1.39529 -1.89768 -0.022 -0.215 -0.025 -0.72
C -0.96141 0.11246 -1.14939 0.162 0.266 -0.018 -1.63
H -1.89121 -0.40765 -0.91376 -0.021 -0.087 -0.020 0.46
H -0.36613 -0.53094 -1.80059 0.029 -0.108 -0.038 0.51
H -1.91351 1.13549 -2.77589 0.064 0.029 -0.042 0.50
H -0.39912 1.89051 -2.25145 -0.118 0.009 -0.046 0.18
H -1.87598 3.36934 0.70572 0.061 0.014 -0.062 0.50
H -0.36965 3.17531 -0.21315 0.004 0.051 0.014 0.29
H -0.42540 1.73351 1.84190 -0.010 -0.034 0.092 0.66
H -1.92277 0.99728 1.27142 -0.041 0.000 0.084 0.40
C -0.17251 -0.96008 0.95198 0.167 0.367 0.084 -1.71
C 0.53523 -0.89312 2.30399 -0.108 -0.268 -0.091 -0.49
H 1.49694 -0.39552 2.18812 -0.025 0.045 0.107 0.47
H -0.06511 -0.31531 3.00929 0.055 0.100 0.031 0.33
C 0.76398 -2.29554 2.88280 0.015 0.230 0.007 -1.34
C 1.70073 -3.09457 2.02254 -0.075 -0.107 0.107 0.50
C 1.24244 -4.15389 1.25055 0.010 0.006 0.040 -0.32
C 2.10763 -4.86181 0.43407 0.009 -0.084 -0.088 -0.59
C 3.44637 -4.51662 0.37701 0.054 -0.078 -0.085 -0.41
C 3.91473 -3.46255 1.14375 0.105 0.030 -0.021 -0.73
C 3.04829 -2.75883 1.95958 -0.032 -0.008 -0.009 -0.13
H 3.41952 -1.93734 2.55535 0.042 0.106 0.076 0.42
H 4.95929 -3.18887 1.10504 0.079 0.019 0.003 0.39
H 4.12257 -5.06708 -0.26077 0.050 -0.040 -0.042 0.38
H 1.73475 -5.68394 -0.16004 -0.023 -0.059 -0.043 0.38
H 0.19718 -4.42821 1.28911 -0.101 -0.006 0.020 0.35
H -0.19339 -2.81398 2.97016 0.000 -0.050 0.069 0.43
H 1.18872 -2.19514 3.88477 -0.068 -0.067 0.029 0.42
H -1.19979 -1.30202 1.10567 -0.082 -0.064 -0.041 0.41
H 0.33123 -1.70662 0.33263 -0.052 -0.043 -0.085 0.50
```
Forces are in eV/Å.

The value obtained for the LUMO energy is 0.8 eV. The value obtained for the max |F| is 0.55 eV Å⁻¹. As for the frontier orbital gap: 0.3365 Eh. The calculated total energy is -871.3530 a.u. The value obtained for the energy relative to the best compared isomer or geometry (same formula, charge and spin) is 20.2 kcal/mol. The SMILES is OCC1(CCCc2ccccc2)CCN(C2CCC2)CC1.

Computed, not measured: one molecule with the formula C19H29NO3S, with ωB97M-V/def2-TZVPD.

Geometry as XYZ:
```
53
Properties=species:S:1:pos:R:3:forces:R:3:mulliken_charge:R:1
C -2.11253 -3.00856 -1.86375 0.010 0.003 0.075 -1.57
C -2.41960 -2.27878 -0.58729 0.003 -0.021 0.088 1.06
C -3.71542 -1.83103 -0.35350 -0.017 0.033 -0.002 -0.79
C -4.04840 -1.15902 0.80793 -0.045 0.035 0.030 -0.69
C -3.07888 -0.92483 1.76827 -0.008 -0.022 0.067 -0.80
C -1.78663 -1.36499 1.55137 -0.056 -0.063 -0.054 -0.40
C -1.44572 -2.03699 0.38311 -0.172 -0.033 0.034 0.90
C -0.00330 -2.45949 0.23335 -0.263 -0.336 0.166 -1.57
N 0.88193 -1.30962 0.18799 0.656 -0.024 0.732 0.32
S 1.94328 -1.14775 1.43695 0.374 -0.530 0.232 1.30
O 2.33022 0.22501 1.58671 0.145 0.086 -0.237 -0.66
O 1.36672 -1.79495 2.57903 -0.138 -0.309 0.013 -0.79
C 3.42226 -2.11140 0.96899 -0.651 0.713 -0.140 -0.71
C 4.20058 -1.36349 -0.09886 0.286 0.036 0.068 -0.54
O 3.47468 -1.18968 -1.28889 -0.146 -0.198 -0.150 -0.47
C 2.50989 -0.15155 -1.28712 -0.184 0.171 -0.388 -1.46
H 2.74388 0.59143 -0.52401 0.058 0.047 -0.197 0.70
H 2.56998 0.31242 -2.27761 -0.104 0.024 0.147 0.41
C 1.08108 -0.67882 -1.10511 0.337 0.503 -0.604 0.11
H 0.95258 -1.46325 -1.86813 0.061 0.069 0.180 0.43
C 0.02712 0.41319 -1.36461 0.155 -0.059 0.254 -1.85
H -0.95082 -0.07032 -1.34175 -0.030 -0.009 -0.104 0.42
H 0.17907 0.80524 -2.37272 -0.047 -0.012 -0.103 0.59
C 0.03782 1.55748 -0.33974 -0.264 -0.011 -0.402 1.72
C 0.76818 2.79875 -0.85800 0.169 -0.103 0.387 -1.11
C 0.81391 3.87466 0.22325 -0.117 0.169 -0.284 -0.72
C -0.59778 4.26499 0.64795 0.149 -0.107 0.277 -0.81
C -1.36155 3.03625 1.13036 -0.208 0.133 -0.285 -0.81
C -1.38698 1.96048 0.04911 0.190 -0.079 0.324 -0.35
H -1.93170 1.08828 0.41422 -0.034 -0.025 -0.107 -0.42
H -1.91012 2.34019 -0.83307 -0.072 -0.014 -0.101 0.43
H -2.38245 3.31368 1.40273 -0.001 -0.025 0.095 0.41
H -0.87266 2.63287 2.01942 -0.007 -0.025 0.120 0.38
H -0.55555 5.01432 1.44121 -0.038 0.073 -0.038 0.38
H -1.12283 4.70749 -0.20251 -0.040 0.069 -0.032 0.31
H 1.34817 4.75291 -0.14680 0.071 -0.005 0.064 0.40
H 1.35885 3.48453 1.08509 0.087 0.024 0.074 0.31
H 1.78437 2.54598 -1.16263 0.065 -0.007 -0.120 0.33
H 0.24197 3.18654 -1.73517 -0.001 -0.022 -0.106 0.37
H 0.54634 1.20536 0.56161 -0.057 0.101 0.000 -0.02
H 5.09031 -1.93319 -0.38586 -0.084 0.066 0.190 0.43
H 4.51130 -0.39200 0.30856 0.063 -0.109 -0.072 0.29
H 4.00290 -2.24183 1.87674 0.036 0.012 0.159 0.46
H 3.05788 -3.07052 0.61213 -0.040 -0.135 -0.006 0.34
H 0.27992 -3.03102 1.11946 -0.150 -0.157 -0.206 0.71
H 0.15078 -3.08025 -0.65437 0.035 0.068 0.072 0.47
H -1.01414 -1.19327 2.28592 0.053 0.059 0.135 0.42
H -3.32829 -0.40265 2.67961 -0.016 0.050 0.093 0.42
H -5.06225 -0.82044 0.96234 -0.085 0.031 0.014 0.40
H -4.47689 -2.01312 -1.09882 -0.057 -0.022 -0.085 0.36
H -1.33512 -2.49744 -2.43017 0.082 -0.018 -0.111 0.23
H -3.00222 -3.06852 -2.48584 -0.009 -0.019 -0.060 0.41
H -1.77412 -4.02329 -1.65710 0.053 -0.075 -0.093 0.35
```
Forces are in eV/Å.

The value obtained for the LUMO energy is 0.7 eV. The value obtained for the max |F| is 0.98 eV Å⁻¹. As for the frontier orbital gap: 0.3582 Eh. The calculated total energy is -1420.0498 a.u. The value obtained for the energy relative to the best compared isomer or geometry (same formula, charge and spin) is 0.0 kcal/mol. The SMILES is Cc1ccccc1CN1[C@@H](CC2CCCCC2)COCCS1(=O)=O.

Computed, not measured: C19H29O2Tl as an isolated structure at a distorted geometry, with ωB97M-V/def2-TZVPD.

Geometry as XYZ:
```
51
Properties=species:S:1:pos:R:3:forces:R:3:mulliken_charge:R:1
Tl 0.04532 0.38434 0.70608 0.057 1.366 -0.302 0.28
C 2.68309 1.19805 1.78977 0.125 0.075 -1.242 -0.65
C 3.01506 0.29306 0.72483 0.369 1.467 0.007 -0.56
C 2.94991 1.02905 -0.50232 -0.027 0.040 0.887 -0.56
H 3.30246 -0.74213 0.83649 0.005 -0.064 -0.002 0.36
C 2.51019 2.35110 -0.21251 0.323 -0.642 0.846 -0.47
C 2.30989 2.44374 1.19780 0.893 -0.453 -0.381 -0.57
H 1.92594 3.31267 1.72276 0.076 -0.089 -0.027 0.35
H 2.73730 0.96709 2.84764 -0.284 -0.012 -0.042 0.51
H 3.25847 0.65225 -1.47564 -0.198 -0.005 0.072 0.49
H 2.41612 3.16011 -0.92790 -0.235 -0.072 0.021 0.35
C -2.78916 1.19372 1.27389 0.144 0.618 -0.539 -0.67
C -2.06341 2.35195 1.68148 -0.556 0.161 -1.179 -0.54
C -1.68389 3.07039 0.50063 -0.768 -0.652 0.360 -0.66
H -1.83201 2.62754 2.70024 0.017 0.051 0.063 0.38
C -2.14829 2.33942 -0.62491 -0.222 -0.037 0.655 -0.33
C -2.80310 1.16630 -0.15434 -0.219 0.615 0.433 -0.45
H -3.26274 0.40533 -0.78389 0.086 0.104 0.175 0.29
H -3.29340 0.49453 1.93761 0.271 -0.057 -0.132 0.47
H -1.16091 4.01928 0.47413 0.131 -0.146 0.002 0.33
H -2.07320 2.65113 -1.66794 0.153 -0.133 0.231 0.46
O -0.12037 -0.31142 -1.82665 0.403 -1.094 -1.647 -0.34
C -0.18704 0.06726 -3.24510 -0.174 -0.365 0.245 1.47
C 0.49062 -1.24355 -3.68329 0.087 0.221 0.129 -0.84
C 0.61874 1.32072 -3.50258 -0.165 0.028 -0.074 -1.37
C -1.61854 0.14202 -3.75026 -0.206 0.536 -0.020 -1.68
C 0.50846 -1.59108 -2.19540 -0.259 0.275 0.343 -0.48
H 1.46527 -1.08956 -4.15143 -0.007 -0.124 0.067 0.33
H -0.12778 -1.88922 -4.30485 -0.017 -0.012 -0.064 0.33
H -0.14042 -2.42860 -1.90433 0.316 0.181 0.076 0.24
H 1.51218 -1.69480 -1.77278 -0.266 0.038 0.255 0.19
H 0.55215 1.55061 -4.57443 0.137 0.066 0.044 0.44
H 1.66621 1.15553 -3.21389 -0.335 0.196 -0.001 0.23
H 0.19747 2.15994 -2.93371 0.207 -0.209 -0.009 0.13
H -1.60689 0.03712 -4.84624 -0.065 -0.008 0.178 0.43
H -2.05762 1.11624 -3.50978 -0.047 -0.149 0.067 0.30
H -2.26099 -0.63400 -3.31158 0.332 0.108 -0.092 0.32
C -1.45204 -3.01650 2.56809 -0.351 -0.287 0.198 -1.80
C -0.15135 -2.20275 2.54820 0.204 0.682 -1.674 2.26
C -0.33789 -1.00599 3.49763 -0.090 0.500 -0.254 -1.74
C 1.11693 -2.95201 2.94917 0.298 -0.431 0.336 -1.76
O 0.06973 -1.78135 1.22036 -0.355 -1.509 1.085 -0.44
H -1.66623 -3.46016 3.54895 -0.037 -0.025 0.104 0.41
H -1.46350 -3.80894 1.82371 0.442 -0.258 -0.093 0.36
H -2.31393 -2.39736 2.27442 0.397 0.206 0.247 0.24
H -0.51537 -1.29104 4.52729 -0.053 -0.281 0.450 0.48
H 0.52739 -0.33965 3.47277 0.177 -0.164 0.008 0.21
H -1.17886 -0.38328 3.17208 -0.060 -0.207 0.016 0.27
H 1.39608 -3.70046 2.20672 -0.365 -0.191 -0.102 0.34
H 1.96908 -2.26230 2.93916 -0.280 0.158 0.141 0.24
H 1.06487 -3.43431 3.93383 -0.007 -0.018 0.135 0.39
```
Forces are in eV/Å.

The value obtained for the LUMO energy is 4.9 eV. The value obtained for the max |F| is 2.02 eV Å⁻¹. As for the net charge: -2. As for the frontier orbital gap: 0.1762 Eh. The calculated total energy is -1064.2011 a.u. The value obtained for the energy relative to the best compared isomer or geometry (same formula, charge and spin) is 0.0 kcal/mol.